Record 1
21
Properties=species:S:1:pos:R:3:forces:R:3:lowdin_charge:R:1 method="wB97M-V/def2-TZVPD" homo_lumo_gap_ev=8.7 lumo_ev=0.73 de_lowest_kj_mol=374.7
H 0.882 2.276 0.512 -0.122 -0.053 -0.030 0.08
H 0.471 1.373 -1.758 0.213 0.015 0.093 0.12
H -3.181 0.051 -0.140 0.123 -0.171 0.043 0.08
H -0.838 2.461 0.138 0.122 -0.072 0.001 0.08
H 2.938 0.425 -0.490 -0.153 -0.104 0.061 0.08
C 0.955 -0.469 -0.624 -0.052 -0.005 -0.094 -0.38
H -0.847 0.387 -1.259 0.080 0.369 0.029 0.07
H -2.886 -1.464 0.700 -0.014 -0.010 -0.004 0.10
H -2.086 0.000 1.290 0.051 -0.149 -0.130 0.07
C -0.047 -1.372 0.138 -0.028 -0.038 0.046 -0.24
C -0.045 1.727 0.314 0.020 0.031 0.016 -0.10
H 2.837 -1.197 0.207 -0.143 0.123 -0.036 0.08
H -0.297 1.184 1.232 0.062 0.058 -0.196 0.06
H 2.164 0.183 1.082 -0.038 -0.065 -0.147 0.07
H -0.002 -1.147 1.219 -0.067 0.004 -0.099 0.11
C -2.404 -0.526 0.374 0.010 0.023 -0.028 -0.17
C 0.128 0.805 -0.888 0.073 0.085 -0.060 -0.24
C 2.293 -0.253 0.084 -0.039 0.008 0.026 -0.07
H 1.150 -0.932 -1.599 -0.100 0.025 0.137 0.14
H 0.183 -2.437 0.002 0.046 0.152 0.029 0.11
C -1.366 -1.075 -0.534 -0.043 -0.227 0.343 -0.05

Record 2
13
Properties=species:S:1:pos:R:3:forces:R:3:lowdin_charge:R:1 method="wB97M-V/def2-TZVPD" multiplicity=3 homo_lumo_gap_ev="4.4 / 6.7" lumo_ev="0.06 / -2.67" de_lowest_kj_mol=61.0
C 0.912 0.405 -0.530 2.416 3.308 2.095 -0.79
H -0.887 1.323 1.446 -0.040 -0.285 0.028 0.13
O 0.969 -0.725 0.281 0.001 -1.008 0.498 -0.09
O 1.311 0.219 -1.722 0.204 -0.632 -1.818 -0.30
H 1.711 1.453 0.078 -2.166 -2.680 -1.276 0.23
Hg -1.046 0.525 -2.887 0.491 -0.267 0.105 0.51
H 0.260 -0.648 2.228 -0.133 -0.005 -0.166 0.12
Li 0.987 -1.611 -2.131 -0.008 0.502 0.165 0.48
C -0.981 0.458 0.777 0.080 0.409 0.100 -0.14
O -0.417 0.818 -0.481 -1.388 0.534 0.278 -0.25
C -0.123 -0.738 1.205 0.148 -0.150 -0.055 -0.14
H -2.039 0.212 0.649 0.251 0.064 -0.070 0.13
H -0.657 -1.690 1.086 0.143 0.210 0.116 0.12